{
  "formula": "C4H6N2O",
  "method": "the ωB97M-V functional and the def2-TZVPD basis",
  "elements": ["H", "H", "O", "H", "H", "C", "N", "N", "C", "H", "H", "C", "C"],
  "xyz": [[-1.079, 0.699, 1.516], [0.158, -1.943, 0.325], [1.380, 2.123, 0.660], [-1.271, -0.359, -1.658], [2.145, -0.374, 0.716], [-0.859, -0.256, -0.656], [-0.479, 1.162, -0.384], [1.269, -0.148, 0.273], [0.827, 1.142, 0.232], [0.802, -1.505, -1.274], [-1.723, -0.509, 0.025], [-1.557, 1.074, 0.567], [0.386, -1.105, -0.343]],
  "lowdin_charge": [0.053, 0.120, 0.092, 0.134, 0.152, -0.187, -0.103, 0.086, -0.548, 0.119, 0.104, 0.117, -0.139],
  "orbital_gap_ha": 0.342,
  "total_charge": 0,
  "energy_ev": -9268.990,
  "e_lumo_ev": 0.646,
  "relative_energy_kcal_mol": 104.05
}